Entry from the OMol25 dataset: a molecular structure, C43H38F8GeN4OSeTl at a distorted geometry (wB97M-V/def2-TZVPD).

Summary:
- HOMO (eV) = -4.41
- HOMO-LUMO gap (eV) = 6.0
- net charge = -1
- energy (eV) = -201510.774
- spin multiplicity = 1

Cartesian coordinates (Å):
Tl -0.4087 0.6556 -0.0702
C -5.0421 -0.2620 0.0762
C -5.3604 -0.4246 1.4158
C -4.3670 -0.2857 2.3647
C -3.0619 -0.0273 1.9504
N -2.7731 0.1231 0.6570
C -3.7304 0.0316 -0.2475
C -1.9533 0.1247 2.9039
C -2.0662 -0.2111 4.2511
C -0.9900 0.0339 5.0890
C 0.1598 0.6093 4.5752
C 0.2153 0.8897 3.2079
N -0.8243 0.6327 2.4171
C 1.3546 1.5517 2.5552
C 2.5592 1.8215 3.2052
C 3.5304 2.5583 2.5527
C 3.2683 3.0385 1.2798
C 2.0633 2.6971 0.6874
N 1.1533 1.9530 1.2936
H -5.7905 -0.3556 -0.6930
H -6.3731 -0.6452 1.7215
H -4.6075 -0.3600 3.4140
H -3.4198 0.2118 -1.2685
H -2.9604 -0.6662 4.6468
H -1.0570 -0.2142 6.1390
H 0.9866 0.8362 5.2271
H 2.7390 1.4693 4.2088
H 4.4737 2.7699 3.0346
H 3.9875 3.6440 0.7537
H 1.8142 3.0279 -0.3101
C -3.6240 -4.6683 2.4045
C -3.0901 -4.8355 0.9856
C -1.6471 -4.3448 0.8267
C -1.5363 -2.8449 1.0471
Ge 0.1614 -1.8664 0.4579
C 1.6024 -2.4265 1.7547
C 1.8316 -3.9280 1.6601
C 3.0758 -4.4404 2.3905
C 2.9240 -4.4539 3.9079
H -4.6301 -5.0751 2.4849
H -3.6625 -3.6180 2.6791
H -2.9883 -5.1854 3.1207
H -3.7295 -4.2790 0.2941
H -3.1434 -5.8928 0.7097
H -1.2964 -4.5807 -0.1808
H -1.0088 -4.8839 1.5281
H -1.6864 -2.6162 2.1036
H -2.3600 -2.3757 0.5068
H 0.5511 -2.5913 -0.8387
H 1.3247 -2.1388 2.7700
H 2.5125 -1.8942 1.4987
H 1.9206 -4.1896 0.6031
H 0.9553 -4.4477 2.0510
H 3.9334 -3.8259 2.1104
H 3.2718 -5.4644 2.0562
H 2.8171 -3.4460 4.2992
H 3.7980 -4.9095 4.3712
H 2.0465 -5.0296 4.1996
F 6.8109 1.4136 -2.7728
C 5.6241 1.0511 -2.2320
C 5.5553 0.0741 -1.2490
F 6.6876 -0.5242 -0.8202
C 4.3452 -0.2763 -0.6910
F 4.3557 -1.1949 0.3064
C 3.0992 0.2959 -1.0805
O 1.9947 -0.0335 -0.5657
C 3.2353 1.2865 -2.0978
F 2.1187 1.9231 -2.5244
C 4.4459 1.6655 -2.6402
F 4.5038 2.6335 -3.5786
F -0.6093 0.5336 -9.7006
C -1.6743 0.9664 -9.0072
F -2.0042 2.1589 -9.5482
F -2.6937 0.1402 -9.3404
C -1.4539 1.0235 -7.5294
C -2.5134 1.4296 -6.7218
C -2.3575 1.4628 -5.3517
C -1.1436 1.0957 -4.7635
C -0.0910 0.6791 -5.5859
C -0.2434 0.6451 -6.9583
C -0.9751 1.1181 -3.3548
C -0.8159 1.1544 -2.1530
H -3.4549 1.7086 -7.1760
H -3.1780 1.7674 -4.7201
H 0.8378 0.3730 -5.1297
H 0.5698 0.3156 -7.5873
Se -1.8831 2.9825 1.0223
C -0.8305 4.5237 0.7129
C -0.5738 5.4327 1.7383
C 0.1441 6.5739 1.4426
N 0.6060 6.8674 0.2352
C 0.3697 5.9893 -0.7297
C -0.3251 4.8103 -0.5530
H -0.9441 5.2476 2.7380
H 0.3546 7.3133 2.2072
H 0.7495 6.2666 -1.7049
H -0.4877 4.1293 -1.3748

Mulliken population analysis, charges in e, atoms 1 to 4: 2.211 -0.793 -0.780 -0.673

---

Entry from the OMol25 dataset: 2 unconnected molecules or ions with the total composition C2H5OP at a distorted geometry (wB97M-V/def2-TZVPD).

Summary:
- HOMO (eV) = -9.00
- HOMO-LUMO gap (eV) = 8.2
- energy (eV) = -13486.873
- spin multiplicity = 1

Cartesian coordinates (Å):
C -0.5068 -0.2133 0.8190
C -0.5556 -0.5596 -0.6666
O -0.1877 0.3669 -1.6075
P 0.7743 -1.4743 0.3577
H -0.1765 0.6529 1.2132
H -1.4975 -0.6318 1.3736
H -1.4358 -1.1471 -0.8884
H 0.6977 0.6975 -1.5075
H 2.3049 0.2211 0.2723

Mulliken population analysis, charges in e, atoms 1 to 4: -0.573 -0.147 -0.534 0.052

---

Entry from the OMol25 dataset: 2 unconnected molecules or ions with the total composition C3H6BrClO at a distorted geometry (wB97M-V/def2-TZVPD).

Summary:
- HOMO (eV) = -9.26
- HOMO-LUMO gap (eV) = 8.5
- energy (eV) = -87816.817
- spin multiplicity = 1

Cartesian coordinates (Å):
C -0.4115 -0.9621 1.6011
C 0.7555 0.5120 -1.1962
C -1.2361 0.1653 2.1578
O 0.0950 1.6162 -1.6716
Cl -1.9248 1.0527 0.8656
Br 1.9038 -0.4842 -2.5344
H 0.5404 -0.5462 1.2648
H 0.0422 -1.6682 2.3327
H -0.6641 -1.5302 0.7128
H 0.0621 -0.2127 -0.8072
H 1.3803 0.7834 -0.4163
H -0.5428 1.2739 -2.3091

Mulliken population analysis, charges in e, atoms 1 to 4: -0.832 -0.226 -0.041 -0.469